Formula: C4H16NO3
Source: the Open Molecules 2025 dataset
Level of theory: ωB97M-V/def2-TZVPD

Properties
Gap between HOMO and LUMO = 0.3814 Eh
Net charge = +1
ΔE to the lowest compared entry with this formula, charge and spin = 36.7 kcal per mole

Each line ends with the Löwdin charge.
CARTESIAN COORDINATES (ANGSTROEM)
C -0.19364 -0.86649 0.61710  -0.179
C 0.06138 -0.23561 -0.67587  -0.197
C 0.22944 1.29498 -0.54645  -0.177
C 1.60730 1.79985 -0.14307  -0.221
O 2.61117 0.96431 -0.76873  -0.090
N -1.63804 -0.73979 1.14185  0.198
H 0.53684 -0.50263 1.42715  0.157
H 0.04893 -1.90368 0.79067  0.093
H 1.05627 -0.53367 -1.02057  0.119
H -0.75976 -0.50972 -1.36413  0.115
H -0.63592 1.64108 0.09229  0.117
H -0.07646 1.72657 -1.49908  0.114
H 1.75549 2.84416 -0.43093  0.123
H 1.93903 1.74438 0.90734  0.120
H 3.10434 1.44836 -1.43550  0.094
H -2.11226 0.16578 1.10554  0.152
H -1.75424 -1.22550 2.03384  0.169
H -2.29143 -1.30905 0.57719  0.167
H -3.48504 1.39221 -1.47837  0.054
H -3.43961 0.06613 -2.26953  0.056
O -3.00350 0.56503 -1.57219  -0.048
H 2.45637 -2.19100 0.86475  0.052
H 2.08802 -2.83492 2.29376  0.058
O 1.89531 -2.80080 1.35293  -0.048

Cartesian forces, eV/Å:
C 1.130 -0.203 3.439
C 0.339 0.851 -0.798
C -2.306 0.148 0.205
C 1.404 -0.407 0.161
O -0.248 0.131 -0.192
N -0.821 -1.066 -0.769
H -1.472 0.354 -0.902
H -0.359 -0.656 -0.948
H -0.419 -0.669 -0.263
H 0.732 0.276 -0.060
H 1.149 0.172 -0.062
H 0.437 0.039 -0.224
H -0.255 -0.104 -0.063
H -1.065 -0.001 -0.017
H -0.071 0.079 -0.027
H 0.608 0.267 0.383
H 0.341 0.740 0.394
H 0.616 0.191 -0.480
H -0.121 0.001 -0.202
H -0.114 0.130 -0.074
O 0.208 -0.168 0.435
H 0.429 -0.046 0.565
H 0.572 0.292 -0.199
O -0.715 -0.350 -0.300

=====

Formula: C4H16NO6
Source: the Open Molecules 2025 dataset
Level of theory: ωB97M-V/def2-TZVPD

Properties
Gap between HOMO and LUMO = 0.3181 Eh
Net charge = -1
ΔE to the lowest compared entry with this formula, charge and spin = 33.4 kcal per mole

Each line ends with the Löwdin charge.
CARTESIAN COORDINATES (ANGSTROEM)
O 1.42837 -1.64694 -1.81818  0.013
C 1.49926 -0.51807 -1.33712  -0.167
C 0.29258 0.12681 -0.74744  -0.346
C -0.88262 -0.75917 -0.38518  -0.161
C -1.99657 -0.03398 0.35439  -0.358
O -1.79099 0.16908 1.71270  -0.224
N -0.03459 1.11781 -1.82192  0.062
H 2.47358 -0.04381 -1.32562  0.115
H 0.53290 0.70465 0.15324  0.114
H -0.44850 -1.53641 0.26316  0.131
H -1.31318 -1.23545 -1.25432  0.094
H -2.18369 0.91632 -0.15943  0.087
H -2.92820 -0.59498 0.15102  0.097
H -0.67788 1.81335 -1.48825  0.059
H -0.23429 0.64074 -2.68604  0.070
H -0.23795 2.02359 1.82803  0.039
H 0.64870 1.05626 2.45505  0.002
O 0.70091 1.99577 2.07195  -0.133
H 0.14603 -2.86460 -2.19234  -0.015
H -1.06616 -3.67273 -1.75642  0.020
O -0.57683 -3.42759 -2.54582  -0.098
H -0.78535 -0.26942 2.18348  -0.006
H -0.29784 -0.31227 3.78142  -0.006
O 0.19560 -0.38974 2.95294  -0.288
H 2.07948 2.06241 1.17198  -0.007
H 2.66613 2.74518 -0.03518  0.023
O 2.79110 1.93320 0.47390  -0.117

Cartesian forces, eV/Å:
O 0.329 0.839 0.056
C -0.329 -2.338 0.291
C -0.888 1.721 -0.560
C 0.760 -0.639 0.430
C -0.280 -0.137 0.329
O 0.241 -0.049 -0.483
N 1.264 -0.278 0.864
H 0.105 0.737 0.056
H 0.416 -0.106 -0.328
H -0.458 -0.104 -0.019
H 0.087 -0.184 -0.462
H 0.031 0.404 -0.146
H 0.034 -0.142 0.243
H -0.369 -0.089 -0.446
H -0.676 0.258 -0.018
H 0.060 0.349 -0.140
H 0.326 -0.131 0.429
O -0.663 -0.190 0.272
H -0.275 -0.073 -0.260
H -0.087 -0.030 0.001
O 0.249 0.025 0.173
H -0.253 0.442 0.280
H 0.307 -0.027 -0.132
O -0.182 -0.225 -0.099
H 0.410 -0.495 -0.578
H 0.214 -0.258 -0.130
O -0.374 0.722 0.376

=====

Formula: C4H16O3S
Source: the Open Molecules 2025 dataset
Level of theory: ωB97M-V/def2-TZVPD

Properties
Gap between HOMO and LUMO (alpha / beta) = 0.4308 / 0.2601 Eh
Net charge = +1
ΔE to the lowest compared entry with this formula, charge and spin = 4.1 kcal per mole
Multiplicity = 2
⟨S²⟩ = 0.753

Each line ends with the Löwdin charge.
CARTESIAN COORDINATES (ANGSTROEM)
C 0.04320 -1.77442 -1.13638  -0.069
C 0.21743 -0.27072 -1.39905  -0.286
C -0.77994 0.53432 -0.55513  -0.421
S -0.06492 2.09083 -0.01584  1.167
C 1.54235 1.71311 0.66397  -0.291
H -0.59917 -2.23184 -1.87185  0.081
H 0.99440 -2.33903 -1.22805  0.087
H -0.25426 -1.86548 -0.08712  0.072
H 0.04658 0.00052 -2.44517  0.122
H 1.26475 -0.03131 -1.21455  0.058
H -0.97483 0.05526 0.40164  0.067
H -1.81512 0.47318 -0.92987  0.127
H 2.25449 2.12322 -0.07526  0.087
H 1.69574 2.45165 1.48232  0.080
H 1.69494 0.68419 0.99345  0.069
H -2.97440 -1.91688 2.52049  0.041
H -2.79705 -2.33783 1.10291  0.045
O -2.32400 -1.89136 1.81867  -0.058
H 3.53138 -1.12154 -1.26257  0.049
H 2.69980 -0.69136 -0.14293  -0.005
O 3.60692 -0.58105 -0.46987  -0.044
H -2.92993 2.45941 0.75935  0.074
H -1.69888 2.51820 1.72424  0.013
O -2.37947 1.94892 1.36661  -0.063

Cartesian forces, eV/Å:
C 1.046 0.042 0.141
C -0.016 -0.246 -0.531
C 0.669 -1.011 0.546
S -0.591 0.135 -0.652
C 0.077 1.109 0.273
H -0.663 -0.187 0.253
H -0.355 0.508 -0.021
H -0.377 -0.573 -0.330
H 0.090 -0.178 0.046
H -0.203 0.450 0.151
H 0.386 -0.359 0.540
H 0.497 1.265 -0.344
H -0.027 -0.798 -0.060
H -0.386 -0.642 -0.120
H -0.017 0.308 -0.194
H -0.057 0.131 0.476
H 0.245 0.010 0.020
O -0.115 -0.087 -0.604
H 0.621 -0.089 -0.302
H 0.534 -0.007 0.331
O -0.998 -0.099 -0.032
H 0.047 0.264 0.275
H -0.355 0.605 0.407
O -0.051 -0.551 -0.270